No. 1
Here is a single C22H26N2O3 molecule from the OMol25 dataset. Energies are from wB97M-V/def2-TZVPD.

ΔE to the lowest compared entry with this formula, charge and spin (eV): 2.016
LUMO energy (eV): 0.77
Strongest force on any atom (hartree/bohr): 0.012
2S+1: 1
Structure (SMILES): O=C(NC1CCN(Cc2ccccc2)CC1)c1ccc2c(c1)OCCCO2
Molar mass (g/mol): 366.46
Energy (eV): -32358.8118
HOMO level (eV): -8.39

Last column: Löwdin charge in e.
CARTESIAN COORDINATES (ANGSTROEM)
O 1.744528 3.086106 0.224178  0.062
C 1.173043 2.012968 0.295338  -0.446
N -0.102551 1.878720 0.709510  0.107
C -0.941041 2.976600 1.128809  -0.297
C -1.274271 2.851833 2.618873  -0.109
C -1.963281 1.505822 2.894575  -0.184
N -2.481569 0.933391 1.662564  -0.206
C -3.240966 -0.283314 1.893452  -0.152
C -3.475973 -1.013360 0.597759  -0.227
C -2.394603 -1.373942 -0.197792  -0.033
C -2.592035 -2.032176 -1.397186  -0.075
C -3.875369 -2.343965 -1.815112  -0.092
C -4.957650 -1.992457 -1.027785  -0.085
C -4.758226 -1.327485 0.170164  -0.049
C -3.223759 1.933451 0.913582  -0.165
C -2.248065 2.965684 0.326312  -0.103
C 1.827769 0.725685 -0.087394  -0.129
C 1.528424 -0.489833 0.519993  -0.039
C 2.182591 -1.637620 0.127291  0.010
C 3.145230 -1.621517 -0.882858  -0.194
C 3.458865 -0.396162 -1.488827  -0.180
C 2.804550 0.753084 -1.073465  0.074
O 4.334640 -0.277836 -2.555169  -0.064
C 5.692389 -0.551944 -2.289491  -0.185
C 5.913123 -1.932233 -1.650022  -0.125
C 4.798026 -2.893502 -2.059080  -0.171
O 3.692874 -2.832862 -1.175888  -0.027
H -0.571995 0.984904 0.711113  0.103
H -0.373865 3.893197 0.939200  0.145
H -1.929435 3.679724 2.892249  0.114
H -0.363664 2.933287 3.211862  0.117
H -1.246637 0.792761 3.313598  0.118
H -2.766928 1.645974 3.639893  0.121
H -4.203932 -0.079556 2.394893  0.126
H -2.647436 -0.919322 2.559826  0.131
H -1.391721 -1.138174 0.125929  0.095
H -1.741957 -2.303971 -2.005510  0.104
H -4.031070 -2.859871 -2.750975  0.100
H -5.961098 -2.233160 -1.347271  0.101
H -5.607768 -1.051633 0.779481  0.109
H -3.766793 1.431613 0.110446  0.119
H -3.967106 2.431366 1.560557  0.126
H -2.700671 3.957079 0.345152  0.113
H -2.016682 2.720858 -0.710766  0.118
H 0.810594 -0.543784 1.325250  0.108
H 1.963434 -2.588451 0.587974  0.121
H 3.054940 1.691951 -1.543043  0.136
H 6.169596 -0.505621 -3.271852  0.127
H 6.121913 0.234731 -1.652555  0.129
H 6.882308 -2.322967 -1.958092  0.115
H 5.909837 -1.852447 -0.560482  0.124
H 5.133665 -3.931051 -1.991065  0.127
H 4.475778 -2.690574 -3.088145  0.135

Cartesian forces, eV/Å:
O 0.228 0.233 -0.114
C -0.131 -0.124 0.030
N -0.059 -0.202 0.086
C -0.017 0.354 0.084
C 0.061 -0.009 -0.162
C 0.093 -0.002 0.211
N -0.164 -0.139 0.099
C 0.079 0.004 -0.005
C -0.133 -0.063 0.057
C -0.060 -0.013 0.018
C 0.105 -0.010 -0.029
C -0.086 -0.041 -0.069
C -0.070 -0.065 -0.100
C 0.076 0.018 0.098
C -0.085 0.146 -0.219
C 0.025 -0.023 0.063
C 0.299 -0.112 -0.095
C 0.039 0.111 -0.110
C 0.142 -0.083 -0.157
C -0.086 0.022 0.101
C 0.084 0.045 -0.044
C -0.058 -0.071 0.097
O -0.561 -0.101 0.119
C 0.547 -0.070 0.150
C -0.435 0.155 -0.142
C 0.557 -0.112 -0.283
O -0.335 0.217 0.126
H 0.135 0.004 -0.098
H -0.123 -0.162 0.024
H -0.012 0.049 0.047
H -0.019 0.059 0.024
H -0.065 0.030 0.035
H 0.043 -0.061 -0.046
H 0.081 -0.029 -0.008
H -0.081 0.064 0.034
H 0.136 0.034 0.036
H 0.074 -0.027 -0.051
H -0.010 -0.037 -0.076
H -0.075 -0.016 -0.035
H -0.065 0.048 0.068
H -0.029 0.076 0.081
H -0.027 -0.080 0.000
H -0.016 0.045 -0.024
H 0.000 0.050 -0.014
H -0.095 -0.001 0.083
H -0.003 -0.102 0.065
H 0.052 0.088 -0.053
H 0.005 0.013 0.132
H -0.057 -0.062 -0.131
H 0.039 -0.011 0.027
H 0.067 -0.075 -0.018
H -0.033 0.144 -0.047
H 0.025 -0.109 0.137

=====

No. 2
Here is 2 unconnected molecules or ions with the total composition C5H8N in a non-equilibrium geometry from the OMol25 dataset. Energies are from wB97M-V/def2-TZVPD.

Net charge: +1
ΔE to the lowest compared entry with this formula, charge and spin (eV): 8.760
LUMO energy (spin up / spin down) (eV): -7.20 / -7.35
Strongest force on any atom (hartree/bohr): 0.122
2S+1: 1
Molar mass (g/mol): 82.13
Energy (eV): -6789.3283
HOMO level (spin up / spin down) (eV): -15.11 / -14.82

Last column: Löwdin charge in e.
CARTESIAN COORDINATES (ANGSTROEM)
C 1.359465 -0.862474 1.188877  -0.110
C 0.509608 -0.762398 0.317344  0.221
C -2.041160 1.090444 -0.062136  0.059
C 2.554318 -1.156162 1.970247  -0.044
C -1.193438 0.375089 -2.258774  -0.014
N -1.297238 0.458090 -0.804063  0.004
H -2.885841 1.824578 -0.130348  0.149
H -1.860255 1.057376 1.019943  0.115
H 2.783718 -2.171239 2.414251  0.136
H 3.309321 -0.877018 1.364893  0.047
H 2.360612 -0.475775 2.824472  0.124
H -2.139373 0.849060 -2.632302  0.128
H -0.965435 -0.544196 -2.568499  0.046
H -0.494302 1.194625 -2.643906  0.139

Cartesian forces, eV/Å:
C 2.167 -1.303 2.117
C -3.077 0.855 -2.698
C -0.859 1.370 3.116
C -2.851 -1.006 2.054
C -0.926 6.164 0.810
N 1.145 -0.659 -1.219
H 0.477 -0.770 -1.544
H 0.343 -0.497 -0.144
H -0.997 0.925 -0.721
H 3.043 1.202 -1.458
H 0.740 -0.064 -0.038
H 0.264 -1.172 0.152
H 0.713 -3.527 -1.266
H -0.184 -1.519 0.837